# 1
C4H6N4 | the ωB97M-V functional and the def2-TZVPD basis

Summary:
- Energy: -10202.6866 eV
- Energy above the lowest of the compared OMol25 structures with the same formula, charge and spin: 75.0 kcal/mol
- Molar mass: 110.120 g/mol
- Gap between HOMO and LUMO: 9.121 eV
- Highest occupied orbital energy: -8.362 eV
- Largest force on an atom: 0.064 hartree/bohr
- Structure (SMILES): C1NN=C2CNN=C12
- LUMO energy: 0.028 Ha
- Total charge: 0

Geometry (Å):
1 N -1.10 -1.30 -0.13
2 C 0.05 -0.78 -0.15
3 H -2.78 -0.54 0.46
4 H 1.84 -1.72 -0.92
5 N -2.13 -0.31 -0.27
6 C 1.51 -1.04 -0.07
7 H -1.70 1.57 0.96
8 N 2.09 0.28 -0.20
9 H 1.78 -1.58 0.93
10 H 2.74 0.48 0.55
11 C -0.03 0.73 -0.20
12 C -1.47 1.08 -0.02
13 H -1.88 1.84 -0.72
14 N 1.09 1.29 -0.20



# 2
C4H6N4 | the ωB97M-V functional and the def2-TZVPD basis

Summary:
- Energy: -10201.2965 eV
- Energy above the lowest of the compared OMol25 structures with the same formula, charge and spin: 107.1 kcal/mol
- Molar mass: 110.120 g/mol
- Gap between HOMO and LUMO (alpha / beta): 6.944 / 7.472 eV
- Highest occupied orbital energy (alpha / beta): -7.670 / -8.176 eV
- Largest force on an atom: 0.140 hartree/bohr
- Structure (SMILES): C=c1nnc(=C)n1N
- LUMO energy (alpha / beta): -0.027 / -0.026 Ha
- Total charge: 0

Geometry (Å):
1 H -1.32 1.63 -0.87
2 H -1.72 1.13 0.78
3 N -0.15 0.16 0.01
4 N 1.84 -0.91 -0.06
5 H -2.48 -1.30 -0.21
6 N 0.91 -1.79 -0.02
7 C 1.23 0.36 0.04
8 H -1.81 -2.94 -0.12
9 H 3.00 1.58 0.16
10 H 1.60 2.53 0.24
11 N -1.12 1.08 -0.06
12 C -1.64 -1.88 0.01
13 C -0.30 -1.17 0.00
14 C 1.96 1.52 0.12



# 3
C4H6N4 | the ωB97M-V functional and the def2-TZVPD basis

Summary:
- Energy: -10201.2913 eV
- Energy above the lowest of the compared OMol25 structures with the same formula, charge and spin: 107.2 kcal/mol
- Molar mass: 110.120 g/mol
- Gap between HOMO and LUMO: 9.520 eV
- Highest occupied orbital energy: -9.640 eV
- Largest force on an atom: 0.088 hartree/bohr
- LUMO energy: -0.004 Ha
- Total charge: 0

Geometry (Å):
1 H -1.00 2.83 -0.42
2 H 0.94 -0.91 1.61
3 N -0.95 -0.03 -1.08
4 N -1.57 0.07 1.48
5 C -0.19 1.11 -0.73
6 C 0.43 -1.11 0.67
7 H 0.10 -2.16 0.66
8 N 0.43 0.07 -1.40
9 C -0.79 -0.22 0.55
10 N -0.11 2.35 -0.52
11 H 1.52 -1.68 -1.16
12 H 2.20 -0.26 -0.33
13 H -2.29 0.74 1.23
14 C 1.28 -0.80 -0.57



# 4
C4H6N4O | the ωB97M-V functional and the def2-TZVPD basis

Summary:
- Energy: -12251.4218 eV
- Energy above the lowest of the compared OMol25 structures with the same formula, charge and spin: 35.9 kcal/mol
- Molar mass: 126.119 g/mol
- Gap between HOMO and LUMO: 8.954 eV
- Highest occupied orbital energy: -9.525 eV
- Largest force on an atom: 0.045 hartree/bohr
- Structure (SMILES): C/N=C1/N=CN(N)C1=O
- LUMO energy: -0.021 Ha
- Total charge: 0

Geometry (Å):
1 C 0.01 0.48 -1.80
2 N 0.58 -0.64 -1.56
3 H 1.87 -2.44 2.06
4 H -2.12 1.99 -0.25
5 N -0.39 1.20 -0.69
6 N 0.81 -1.88 0.42
7 H 0.16 -2.62 2.25
8 N -1.23 2.27 -0.74
9 C 0.50 -0.78 -0.11
10 O -0.70 0.55 1.55
11 H -0.83 2.99 -0.18
12 H 0.81 -0.87 2.25
13 C 0.91 -1.92 1.85
14 C -0.21 0.39 0.44
15 H 0.04 1.03 -2.76



# 5
C4H6N4OS | the ωB97M-V functional and the def2-TZVPD basis

Summary:
- Energy: -23082.3412 eV
- Energy above the lowest of the compared OMol25 structures with the same formula, charge and spin: 7.9 kcal/mol
- Molar mass: 158.186 g/mol
- Gap between HOMO and LUMO (alpha / beta): 5.559 / 6.510 eV
- Highest occupied orbital energy (alpha / beta): -5.034 / -9.482 eV
- Largest force on an atom: 0.116 hartree/bohr
- 2S+1: 3
- LUMO energy (alpha / beta): 0.019 / -0.109 Ha
- Total charge: 0

Geometry (Å):
1 C -1.12 1.13 -1.34
2 H -1.52 1.02 0.77
3 N 0.14 -0.61 2.52
4 C 0.73 0.50 -0.73
5 H 1.24 1.47 -0.65
6 H 0.87 -2.67 2.56
7 N 0.02 0.28 1.55
8 H 1.65 -2.15 0.23
9 C 0.59 -0.24 0.50
10 O -1.33 1.22 -2.50
11 N -1.87 1.40 -0.22
12 S 1.36 -0.25 -2.31
13 H 0.23 0.33 -3.08
14 N 1.09 -1.49 0.79
15 H -2.85 1.68 -0.19
16 C 0.77 -1.63 2.10



# 6
C4H6NO | the ωB97M-V functional and the def2-TZVPD basis

Summary:
- Energy: -7771.6964 eV
- Energy above the lowest of the compared OMol25 structures with the same formula, charge and spin: 73.8 kcal/mol
- Molar mass: 84.098 g/mol
- Gap between HOMO and LUMO: 10.514 eV
- Highest occupied orbital energy: -15.565 eV
- Largest force on an atom: 0.105 hartree/bohr
- Structure (SMILES): C#[N+][C@@H]1O[C@H]1C
- LUMO energy: -0.186 Ha
- Total charge: +1

Geometry (Å):
1 H 2.13 0.16 0.89
2 H -3.68 -0.96 -0.61
3 C 1.99 -0.10 -0.11
4 H 2.69 0.50 -0.62
5 H 2.22 -1.14 -0.29
6 N -1.82 -0.10 0.13
7 C -2.82 -0.44 -0.30
8 C -0.62 0.40 0.64
9 O -0.18 1.45 -0.02
10 H 0.10 -0.23 -1.26
11 H -0.55 0.22 1.91
12 C 0.53 0.25 -0.37



# 7
C4H6NO2 | the ωB97M-V functional and the def2-TZVPD basis

Summary:
- Energy: -9825.3079 eV
- Energy above the lowest of the compared OMol25 structures with the same formula, charge and spin: 147.0 kcal/mol
- Molar mass: 100.097 g/mol
- Gap between HOMO and LUMO (alpha / beta): 6.874 / 5.716 eV
- Highest occupied orbital energy (alpha / beta): -2.801 / -1.835 eV
- Largest force on an atom: 0.100 hartree/bohr
- LUMO energy (alpha / beta): 0.150 / 0.143 Ha
- Total charge: -1

Geometry (Å):
1 O 1.28 -0.19 -1.10
2 H 1.35 1.13 1.00
3 C 0.54 1.58 0.35
4 H -1.96 -1.83 0.42
5 H -0.23 2.04 0.77
6 C -0.95 -1.42 -0.06
7 H 0.13 1.23 -1.72
8 H -0.03 -2.16 0.11
9 N -2.04 0.65 -0.24
10 O -3.21 0.12 -0.25
11 C -0.98 -0.14 -0.47
12 H 1.07 -1.08 -0.71
13 C 0.26 0.71 -0.84



# 8
C4H6NO3S | the ωB97M-V functional and the def2-TZVPD basis

Summary:
- Energy: -22710.6733 eV
- Energy above the lowest of the compared OMol25 structures with the same formula, charge and spin: 105.2 kcal/mol
- Molar mass: 148.163 g/mol
- Gap between HOMO and LUMO: 6.812 eV
- Highest occupied orbital energy: -3.234 eV
- Largest force on an atom: 0.093 hartree/bohr
- Structure (SMILES): O=[S@@H]([O-])=C1C=NCCO1
- LUMO energy: 0.132 Ha
- Total charge: -1

Geometry (Å):
1 N -0.70 1.84 0.28
2 H 0.10 1.63 -1.62
3 H -1.74 1.05 1.78
4 H 0.07 1.32 2.14
5 O 2.08 -0.89 -2.65
6 S 0.90 -1.07 -1.72
7 C 0.89 0.21 -0.38
8 H -0.54 -1.04 2.13
9 H -1.27 -0.84 0.56
10 C 0.06 1.26 -0.57
11 H 0.91 -2.23 -0.93
12 O -0.34 -1.29 -2.47
13 C -0.74 1.07 1.49
14 C -0.46 -0.39 1.24
15 O 0.76 -0.64 0.74



# 9
C4H6NO6 | the ωB97M-V functional and the def2-TZVPD basis

Summary:
- Energy: -18019.1338 eV
- Energy above the lowest of the compared OMol25 structures with the same formula, charge and spin: 20.5 kcal/mol
- Molar mass: 164.093 g/mol
- Gap between HOMO and LUMO: 7.756 eV
- Highest occupied orbital energy: -3.923 eV
- Largest force on an atom: 0.103 hartree/bohr
- Structure (SMILES): O=C1CN(O)[C@]([O-])(O)C1(O)O
- LUMO energy: 0.141 Ha
- Total charge: -1

Geometry (Å):
1 O 1.26 -1.40 -1.52
2 C 0.21 -0.55 -0.99
3 H -0.08 2.59 0.10
4 O 1.38 -1.01 1.32
5 H -1.78 0.42 1.92
6 H 1.78 -0.80 -1.92
7 N -0.05 0.78 1.05
8 C -0.37 1.58 -0.12
9 O 1.39 1.38 -1.73
10 H -1.33 -1.45 -0.53
11 O -1.06 -0.93 -1.39
12 O -0.85 -1.40 1.04
13 H -1.41 1.51 -0.41
14 H 1.32 -2.04 1.51
15 O -1.07 1.07 1.97
16 C 0.47 0.91 -1.12
17 C 0.17 -0.65 0.84



# 10
C4H6NO7 | the ωB97M-V functional and the def2-TZVPD basis

Summary:
- Energy: -20066.3443 eV
- Energy above the lowest of the compared OMol25 structures with the same formula, charge and spin: 0.0 kcal/mol
- Molar mass: 180.092 g/mol
- Gap between HOMO and LUMO: 7.857 eV
- Highest occupied orbital energy: -4.345 eV
- Largest force on an atom: 0.093 hartree/bohr
- Structure (SMILES): O=C([O-])O/[N+]([O-])=C(\O)[C@@H](O)CO
- LUMO energy: 0.129 Ha
- Total charge: -1

Geometry (Å):
1 N 1.03 -0.93 -0.04
2 H -1.08 -1.86 0.59
3 C -1.41 0.72 0.67
4 C 3.01 0.74 0.30
5 O 0.59 -1.76 0.88
6 O 0.62 0.45 -1.84
7 C -1.27 -0.30 -0.50
8 C 0.18 -0.39 -0.88
9 H -1.22 0.00 1.61
10 O 2.33 -0.79 -0.15
11 H -1.80 0.08 -1.40
12 O 4.15 0.65 0.22
13 O -2.86 1.08 0.66
14 O -1.81 -1.54 -0.03
15 O 2.05 1.46 0.44
16 H -3.34 0.25 0.62
17 H -0.73 1.53 0.63
18 H 1.55 0.61 -1.78



# 11
C4H6O | the ωB97M-V functional and the def2-TZVPD basis

Summary:
- Energy: -6287.8850 eV
- Energy above the lowest of the compared OMol25 structures with the same formula, charge and spin: 93.0 kcal/mol
- Molar mass: 70.091 g/mol
- Gap between HOMO and LUMO: 11.150 eV
- Highest occupied orbital energy: -10.298 eV
- Largest force on an atom: 0.012 hartree/bohr
- LUMO energy: 0.031 Ha
- Total charge: 0

Geometry (Å):
1 C 0.65 -1.04 -1.44
2 H -0.08 1.58 1.36
3 C -0.08 0.49 1.54
4 H 0.96 0.15 1.58
5 H -0.23 1.10 -0.95
6 O -0.82 -0.20 0.54
7 H -0.58 0.29 2.49
8 C -0.42 0.04 -0.76
9 C 1.53 -0.28 -0.92
10 H 0.31 -1.88 -2.03
11 H -1.25 -0.26 -1.41



# 12
C4H6O | the ωB97M-V functional and the def2-TZVPD basis

Summary:
- Energy: -6288.2185 eV
- Energy above the lowest of the compared OMol25 structures with the same formula, charge and spin: 85.3 kcal/mol
- Molar mass: 70.091 g/mol
- Gap between HOMO and LUMO (alpha / beta): 8.005 / 8.476 eV
- Highest occupied orbital energy (alpha / beta): -8.808 / -9.036 eV
- Largest force on an atom: 0.011 hartree/bohr
- LUMO energy (alpha / beta): -0.029 / -0.021 Ha
- Total charge: 0

Geometry (Å):
1 H -1.19 1.40 -0.89
2 C -0.78 -0.21 0.70
3 C 0.68 -0.12 0.95
4 O -1.50 -0.62 -1.31
5 H 1.18 -1.01 1.33
6 C 0.71 0.15 -0.56
7 H 0.97 0.75 1.54
8 H -1.41 -1.06 0.96
9 C -0.91 0.35 -0.72
10 H 1.23 1.07 -0.84
11 H 1.02 -0.70 -1.17